DFT (ωB97M-V/def2-TZVPD) results for a molecular structure, C43H60AsN5PdSSi3.

The calculation puts the LUMO energy at -5.543 eV. The highest occupied orbital energy is -12.7 eV. As for the energy above the lowest of the compared OMol25 structures with the same formula, charge and spin: 0.000 eV. As for the charge: +2. The calculation puts the total energy at -5578.2575 Ha. The HOMO-LUMO gap comes out at 7.18 eV.

Geometry as XYZ:
```
114
C43H60AsN5PdSSi3 ωB97M-V/def2-TZVPD
Pd 0.57 -0.27 -0.29
C 0.07 -5.68 2.62
C -1.28 -5.38 3.22
C -2.17 -6.40 3.54
C -3.40 -6.13 4.11
C -3.77 -4.82 4.39
C -2.89 -3.79 4.09
C -1.67 -4.07 3.50
N -0.78 -2.99 3.16
C -0.85 -2.30 1.99
N -2.04 -2.46 1.31
C -2.24 -2.14 -0.04
C -2.42 -0.81 -0.43
C -2.63 -0.43 -1.75
C -2.72 -1.42 -2.70
C -2.61 -2.75 -2.32
C -2.37 -3.14 -1.01
C -2.23 -4.58 -0.63
N 0.11 -1.54 1.55
C 1.33 -1.55 2.31
C 2.25 -2.58 2.13
C 3.45 -2.57 2.83
C 3.73 -1.53 3.70
C 2.81 -0.50 3.87
C 1.60 -0.50 3.19
C 0.60 0.61 3.38
H 0.15 -6.74 2.37
H 0.88 -5.44 3.31
H 0.24 -5.10 1.71
H -1.89 -7.43 3.34
H -4.07 -6.94 4.35
H -4.72 -4.61 4.85
H -3.14 -2.76 4.32
H 0.11 -2.95 3.63
H -2.55 -3.28 1.63
H -2.74 0.62 -2.00
H -2.90 -1.16 -3.73
H -2.70 -3.53 -3.08
H -2.31 -5.22 -1.51
H -3.02 -4.89 0.06
H -1.28 -4.78 -0.14
H 2.02 -3.37 1.43
H 4.16 -3.37 2.69
H 4.66 -1.51 4.25
H 3.03 0.31 4.55
H 1.05 1.45 3.91
H -0.26 0.27 3.97
H 0.22 0.96 2.42
S 3.60 -3.05 -1.72
C 2.05 -3.70 -2.04
C 1.04 -2.89 -1.62
C 1.56 -1.71 -1.04
C 2.92 -1.64 -1.01
C 3.57 -0.53 -0.36
C 4.93 -0.40 -0.10
C 5.37 0.71 0.61
C 4.44 1.65 1.04
C 3.11 1.46 0.73
N 2.68 0.41 0.04
H 1.97 -4.65 -2.54
H -0.01 -3.13 -1.74
H 5.62 -1.16 -0.43
H 6.42 0.83 0.83
H 4.75 2.52 1.61
H 2.35 2.17 1.03
C -3.34 3.36 -1.53
Si -1.67 4.19 -1.84
C -1.36 5.47 -0.50
C -1.72 5.02 -3.51
As 0.04 2.54 -1.67
Si 0.08 1.67 -3.88
C -1.68 1.29 -4.42
C 0.89 2.82 -5.10
C 1.02 0.05 -3.83
Si 1.96 3.95 -1.62
C 2.17 4.62 0.13
C 3.42 2.90 -2.16
C 1.80 5.43 -2.74
H -4.03 4.07 -1.06
H -3.29 2.48 -0.89
H -3.81 3.05 -2.47
H -2.30 5.78 -0.03
H -0.91 6.36 -0.93
H -0.69 5.12 0.29
H -2.56 5.73 -3.52
H -1.88 4.31 -4.33
H -0.81 5.58 -3.71
H -2.43 1.94 -3.98
H -1.93 0.26 -4.19
H -1.75 1.40 -5.51
H 0.35 3.77 -5.20
H 0.89 2.34 -6.08
H 1.93 3.04 -4.84
H 0.52 -0.67 -3.18
H 2.05 0.16 -3.47
H 1.06 -0.38 -4.83
H 1.54 4.14 0.88
H 1.92 5.69 0.14
H 3.21 4.53 0.45
H 3.22 1.83 -2.12
H 4.29 3.09 -1.52
H 3.71 3.14 -3.18
H 0.98 6.09 -2.42
H 1.65 5.18 -3.79
H 2.72 6.02 -2.66
C -3.43 1.62 3.54
C -2.72 2.12 2.27
C -2.54 1.04 1.31
N -2.47 0.17 0.57
H -3.58 2.48 4.20
H -2.82 0.88 4.06
H -4.40 1.20 3.30
H -1.74 2.55 2.47
H -3.30 2.88 1.74
```

Here are the Mulliken charges for atoms 1 to 99, given in e:
1 Pd -0.562
2 C -0.891
3 C 1.246
4 C -1.017
5 C -0.681
6 C -0.757
7 C 0.004
8 C -0.786
9 N 0.426
10 C -2.049
11 N 0.422
12 C 0.287
13 C -0.056
14 C -0.752
15 C -1.323
16 C -0.717
17 C 0.655
18 C -1.407
19 N 2.513
20 C -1.722
21 C 0.834
22 C -1.447
23 C -1.038
24 C -0.717
25 C 0.879
26 C -1.006
27 H 0.454
28 H 0.315
29 H -0.022
30 H 0.441
31 H 0.427
32 H 0.422
33 H 0.537
34 H 0.380
35 H 0.234
36 H 0.508
37 H 0.743
38 H 0.506
39 H 0.466
40 H 0.450
41 H 0.167
42 H 0.732
43 H 0.526
44 H 0.453
45 H 0.463
46 H 0.549
47 H 0.400
48 H -0.333
49 S -0.248
50 C -0.776
51 C -1.261
52 C 1.231
53 C 0.585
54 C 0.777
55 C -1.105
56 C -0.935
57 C -1.139
58 C -0.647
59 N 2.049
60 H 0.524
61 H 0.265
62 H 0.574
63 H 0.498
64 H 0.562
65 H 0.101
66 C -0.949
67 Si 0.134
68 C -1.134
69 C -1.056
70 As 0.429
71 Si 0.032
72 C -0.455
73 C -1.058
74 C -0.378
75 Si 0.413
76 C -1.404
77 C -0.745
78 C -1.133
79 H 0.503
80 H -0.021
81 H 0.419
82 H 0.491
83 H 0.330
84 H 0.242
85 H 0.421
86 H 0.257
87 H 0.339
88 H 0.258
89 H -0.563
90 H 0.626
91 H 0.316
92 H 0.440
93 H 0.270
94 H -0.314
95 H 0.128
96 H 0.670
97 H 0.295
98 H 0.418
99 H 0.425